(P)
Below is an isolated molecule of C4H7IN2, with properties calculated with ωB97M-V/def2-TZVPD.

Kohn-Sham gap: 8.8 eV
SMILES: CN1N=CC[C@H]1I
spin multiplicity: 1

CARTESIAN COORDINATES (ANGSTROEM)
C -0.7141 -0.7536 1.7568
N -0.0452 -0.0385 0.7304
N 1.0752 -0.6834 0.2918
C 1.5067 -0.1792 -0.7974
C 0.6562 0.9382 -1.2062
C -0.5978 0.6522 -0.2808
I -2.1864 -0.7481 -1.3743
H 0.0969 -1.0531 2.3217
H -1.5068 -0.0548 2.0303
H -1.0146 -1.6521 1.2264
H 2.2459 -0.7335 -1.3931
H 1.1187 1.8792 -0.8388
H 0.6313 1.0021 -2.3680
H -1.2660 1.4247 -0.0989



(Q)
Below is a 2-piece molecular cluster, C4H7IN2 overall, with properties calculated with ωB97M-V/def2-TZVPD.

Kohn-Sham gap: 7.1 eV
spin multiplicity: 1

CARTESIAN COORDINATES (ANGSTROEM)
C 0.0547 -2.9816 1.2159
C 0.3043 -1.7208 1.6233
C -0.3172 -0.5527 1.2117
C 0.8759 1.4064 -1.3575
N -0.6319 0.5259 0.9323
N -0.3658 1.7759 -2.0142
I -1.9615 2.3336 -0.9935
H 0.4209 -3.8066 1.7289
H -0.4373 -3.1621 0.3132
H 0.8671 -1.6980 2.4689
H -2.1461 3.9171 -1.4514
H 0.6623 0.5078 -0.7972
H 1.4984 1.1729 -2.1882
H 1.1761 2.2821 -0.6920



(R)
Below is an isolated molecule of C4H7IN2, with properties calculated with ωB97M-V/def2-TZVPD.

Kohn-Sham gap (alpha / beta): 6.8 / 6.8 eV
SMILES: C=C/C=C/N(N)I
spin multiplicity: 1

CARTESIAN COORDINATES (ANGSTROEM)
C 2.8565 1.1585 0.1548
C 1.5269 1.0363 -0.0355
C 0.4474 0.0540 0.0245
C -0.8576 0.2927 -0.3666
N -1.8274 -0.6862 -0.4519
N -1.6711 -2.0038 0.0157
I -3.8957 0.1535 0.7079
H 3.1461 2.0904 -0.0740
H 3.5332 0.4230 0.3775
H 1.2192 1.9934 -0.4249
H 0.7403 -1.0099 0.3487
H -1.1913 1.2863 -0.7774
H -1.5908 -2.2637 0.9876
H -2.4357 -2.5247 -0.4865



Least stable = (Q)



(P)
Below is a 2-piece molecular cluster, C2HClN2O2 overall, with properties calculated with ωB97M-V/def2-TZVPD.

Kohn-Sham gap: 9.3 eV
SMILES: N#[N+][O-].O=C=CCl
spin multiplicity: 1

CARTESIAN COORDINATES (ANGSTROEM)
N 2.9634 0.3453 0.4761
N 2.1411 -0.3929 0.5038
O 1.2802 -1.1589 0.5480
O 0.0548 1.4164 -1.2376
C -0.6910 0.6948 -0.7153
C -1.5074 -0.1383 -0.1523
Cl -2.8751 0.4373 0.7693
H -1.3660 -1.2037 -0.1921



(Q)
Below is a 2-piece molecular cluster, C2HClN2O2 overall, with properties calculated with ωB97M-V/def2-TZVPD.

Kohn-Sham gap (alpha / beta): 9.1 / 6.1 eV
spin multiplicity: 1

CARTESIAN COORDINATES (ANGSTROEM)
C 1.7646 0.3710 0.4728
C -0.9309 -0.5106 0.4265
N 2.8727 0.5913 0.3555
N -0.6769 0.0743 -0.8920
O 0.0085 -0.6684 -1.5251
O -1.0482 1.2313 -1.1863
Cl -1.6963 0.2503 1.6797
H -0.2935 -1.3391 0.6690



Least stable = (Q)



(P)
Below is an isolated ion of composition C6H16IN2 and charge +1, with properties calculated with ωB97M-V/def2-TZVPD.

Kohn-Sham gap: 8.7 eV
SMILES: CC[C@@H](C)[NH2+]CN(C)I
spin multiplicity: 1
charge: +1

CARTESIAN COORDINATES (ANGSTROEM)
C 2.7576 1.0181 -1.1339
C 1.2180 0.9736 -0.9195
C 0.7380 0.4859 0.3538
C 1.1452 1.3102 1.5230
N -0.8218 0.4072 0.2589
C -1.1720 -1.0142 0.4189
N -3.0004 -1.1443 0.4274
C -3.3761 -2.3470 -0.1712
I -4.0021 0.4824 -0.3669
H 2.9506 1.6113 -2.0035
H 3.0519 0.0137 -1.3468
H 3.3396 1.4201 -0.3365
H 0.7786 1.9046 -1.1237
H 0.8225 0.4343 -1.8346
H 0.8846 -0.5449 0.5253
H 1.9757 0.8770 2.0102
H 0.4786 1.4308 2.3852
H 1.5080 2.2171 1.2719
H -1.1460 0.8016 -0.6888
H -1.1841 1.0358 0.9227
H -0.8237 -1.5275 -0.4355
H -0.8935 -1.4252 1.3999
H -2.8327 -3.2098 0.0938
H -4.3156 -2.5873 0.1720
H -3.2932 -2.2979 -1.2408



(Q)
Below is a 2-piece molecular cluster, C6H16IN2 overall, with properties calculated with ωB97M-V/def2-TZVPD.

Kohn-Sham gap: 8.7 eV
spin multiplicity: 1
charge: +1

CARTESIAN COORDINATES (ANGSTROEM)
C 0.9089 2.7677 1.3988
C 0.4528 0.6489 -1.7417
C -1.4233 -3.3381 -0.8447
C 1.1413 2.3055 -0.0187
C 0.7709 -0.9819 1.0016
C 0.1311 1.1372 -0.2263
N -1.3055 -2.2074 0.0693
N 0.2422 0.1791 0.9326
I -2.9881 -0.8336 0.1679
H 1.2645 3.6757 1.4945
H 1.2949 1.9381 2.0454
H -0.1842 2.8012 1.5169
H 1.4672 0.4447 -1.7277
H 0.1092 1.4512 -2.3527
H -0.1128 -0.1944 -1.9715
H -2.3668 -3.6981 -1.0954
H -0.8464 -3.2167 -1.7428
H -1.0540 -4.1701 -0.3134
H 0.9949 3.1020 -0.7869
H 2.1604 1.7705 -0.2468
H 1.2565 -1.4810 0.1725
H 0.6533 -1.6285 1.8711
H -0.9053 1.4442 -0.2410
H -1.4529 -2.6266 0.9529
H -0.2086 0.7104 1.6860



Least stable = (P)



(P)
Below is an isolated molecule of C24H36O5, with properties calculated with ωB97M-V/def2-TZVPD.

Kohn-Sham gap: 9.2 eV
SMILES: CC[C@H](C)C(=O)O[C@H]1C[C@@H](C)C=C2C=C[C@H](C)[C@H](CC[C@@H]3C[C@@H](O)CC(=O)O3)[C@H]21
spin multiplicity: 1

CARTESIAN COORDINATES (ANGSTROEM)
C 4.2168 -1.8644 -0.6124
C 2.9810 -2.5634 -0.0580
C 2.2112 -1.6727 0.9200
C 1.0209 -2.4154 1.5388
C 1.6608 -0.4362 0.2380
O 1.6520 0.6657 0.7507
O 1.1572 -0.7146 -0.9454
C 0.5201 0.3031 -1.7351
C 1.0032 0.1186 -3.1752
C 0.1016 -0.8265 -4.0031
C 0.9132 -1.5464 -5.0756
C -0.6228 -1.7862 -3.1109
C -1.2029 -1.3539 -1.9874
C -1.9245 -2.2064 -1.0718
C -2.6820 -1.7045 -0.0992
C -2.8828 -0.2255 0.0534
C -4.0648 0.1902 -0.8318
C -1.5684 0.5116 -0.2678
C -1.7087 2.0391 -0.2090
C -1.9684 2.6123 1.1838
C -0.7528 2.5174 2.1139
C -0.8657 1.4419 3.1914
C 0.4440 1.3613 3.9997
O 1.2697 0.3201 3.5501
C 1.1815 2.7164 3.9460
C 0.2578 3.8987 3.7583
O 0.3191 4.9090 4.4053
O -0.6395 3.7829 2.7729
C -1.0076 0.1019 -1.6386
H 3.9406 -0.9607 -1.1515
H 4.7509 -2.5205 -1.2956
H 4.8922 -1.5857 0.1937
H 2.3182 -2.8505 -0.8756
H 3.2849 -3.4712 0.4669
H 2.8761 -1.3419 1.7236
H 1.3641 -3.3406 1.9944
H 0.2817 -2.6522 0.7759
H 0.5582 -1.8075 2.3126
H 0.8280 1.2774 -1.3406
H 1.0611 1.0910 -3.6653
H 2.0109 -0.2985 -3.1364
H -0.6550 -0.2052 -4.5038
H 1.6513 -2.2005 -4.6162
H 0.2616 -2.1488 -5.7043
H 1.4324 -0.8292 -5.7074
H -0.6865 -2.8191 -3.4168
H -1.8327 -3.2734 -1.2194
H -3.2274 -2.3517 0.5720
H -3.1501 -0.0120 1.0933
H -4.3590 1.2187 -0.6422
H -3.8131 0.0760 -1.8829
H -4.9192 -0.4485 -0.6174
H -0.8481 0.1973 0.4935
H -2.5157 2.3474 -0.8747
H -0.7915 2.4924 -0.5908
H -2.2007 3.6741 1.0830
H -2.8307 2.1322 1.6464
H 0.1522 2.3471 1.5152
H -1.0702 0.4681 2.7468
H -1.6967 1.7047 3.8493
H 0.2155 1.1082 5.0402
H 1.5229 0.5053 2.6271
H 1.8539 2.7002 3.0812
H 1.7849 2.8746 4.8385
H -1.4640 0.7293 -2.4134



(Q)
Below is an isolated molecule of C24H36O5, with properties calculated with ωB97M-V/def2-TZVPD.

Kohn-Sham gap: 9.1 eV
SMILES: CC[C@H](C)C(=O)O[C@H]1C[C@H](C)C=C2C=C[C@H](C)[C@H](CC[C@H]3C[C@H](O)CC(=O)O3)[C@H]21
spin multiplicity: 1

CARTESIAN COORDINATES (ANGSTROEM)
C -2.2221 -4.3949 -0.0039
C -2.0963 -3.5494 1.2577
C -0.7314 -2.8623 1.3545
C -0.6104 -2.0526 2.6484
C -0.5064 -1.9208 0.1848
O 0.5098 -1.9024 -0.4723
O -1.5315 -1.1048 0.0131
C -1.4981 -0.1329 -1.0406
C -2.6617 -0.4117 -1.9911
C -3.9877 -0.4344 -1.2303
C -5.1719 -0.3689 -2.1959
C -4.0479 0.6822 -0.2367
C -3.0177 1.4456 0.1351
C -3.1905 2.4968 1.1181
C -2.1843 3.2343 1.5800
C -0.7667 3.0487 1.1314
C -0.4221 4.1462 0.1164
C -0.5653 1.6123 0.6122
C 0.8539 1.3718 0.0889
C 1.9453 1.6544 1.1251
C 3.2565 0.9389 0.7568
C 3.2007 -0.5496 1.1052
C 4.2189 -1.3256 0.2763
O 5.5078 -0.8342 0.5777
C 3.8394 -1.1272 -1.1891
C 3.8004 0.3428 -1.5584
O 4.0046 0.7278 -2.6809
O 3.5260 1.2359 -0.6144
C -1.6332 1.2772 -0.4468
H -1.4533 -5.1643 -0.0276
H -2.1117 -3.7781 -0.8931
H -3.1948 -4.8799 -0.0415
H -2.8758 -2.7859 1.2714
H -2.2296 -4.1843 2.1363
H 0.0647 -3.6129 1.3193
H -0.7207 -2.7085 3.5088
H -1.3885 -1.2934 2.6870
H 0.3609 -1.5656 2.7087
H -0.5521 -0.2385 -1.5825
H -2.6800 0.3745 -2.7472
H -2.5043 -1.3660 -2.4981
H -4.0551 -1.3794 -0.6740
H -6.1114 -0.4441 -1.6536
H -5.1218 -1.1843 -2.9141
H -5.1630 0.5728 -2.7407
H -5.0171 0.8458 0.2163
H -4.1991 2.6613 1.4719
H -2.3649 4.0251 2.2944
H -0.1125 3.1870 1.9994
H 0.6205 4.0950 -0.1830
H -1.0478 4.0691 -0.7689
H -0.5986 5.1211 0.5664
H -0.7313 0.9434 1.4667
H 0.9430 0.3300 -0.2124
H 1.0331 1.9772 -0.7999
H 1.6342 1.3040 2.1113
H 2.1356 2.7256 1.1857
H 4.0905 1.3899 1.3106
H 3.4174 -0.6604 2.1674
H 2.2167 -0.9678 0.8965
H 4.1632 -2.3977 0.5298
H 6.1395 -1.1990 -0.0513
H 4.5337 -1.6246 -1.8693
H 2.8430 -1.5443 -1.3581
H -1.5146 1.9756 -1.2833



Least stable = (P)



(P)
Below is an isolated molecule of C5H5N, with properties calculated with ωB97M-V/def2-TZVPD.

Kohn-Sham gap: 10.8 eV
SMILES: C=C=CCC#N
spin multiplicity: 1

CARTESIAN COORDINATES (ANGSTROEM)
C 0.6449 -2.1511 0.3332
C 0.3254 -0.8927 0.2575
C 0.2075 0.3928 0.4433
C -0.6219 1.3587 -0.3740
C -1.2486 0.5233 -1.3976
N -1.5864 -0.3600 -2.0624
H 0.0769 -2.8173 0.9738
H 1.5356 -2.5137 -0.1690
H 0.7982 0.7295 1.2877
H -1.3783 1.8744 0.2310
H -0.0099 2.1475 -0.8295



(Q)
Below is an isolated molecule of C5H5N, with properties calculated with ωB97M-V/def2-TZVPD.

Kohn-Sham gap: 8.9 eV
spin multiplicity: 1

CARTESIAN COORDINATES (ANGSTROEM)
C 1.5440 -0.9309 0.0320
N -0.4077 2.3712 0.1200
C 0.1907 1.2613 -0.1373
C -1.0945 0.0727 -0.1679
C 0.6957 0.1370 -0.5087
C -2.0775 -0.6209 -0.0688
H -1.3423 2.7616 0.1090
H 1.0514 -1.4032 0.8940
H 2.5196 -0.5567 0.3454
H 1.7092 -1.7079 -0.7152
H -2.7885 -1.3842 0.0975



Least stable = (Q)



(P)
Below is an isolated molecule of C5H5N, with properties calculated with ωB97M-V/def2-TZVPD.

Kohn-Sham gap: 9.4 eV
SMILES: C#CC(C)=C=N
spin multiplicity: 1

CARTESIAN COORDINATES (ANGSTROEM)
C 2.4309 -0.6909 -0.2435
C 1.3012 -0.2814 -0.1679
C -0.0517 0.1598 -0.1104
C -1.1879 -0.6982 -0.5951
C -0.2950 1.3444 0.3978
N -0.5757 2.2477 1.1807
H 3.4306 -1.0426 -0.3391
H -1.2200 -1.6400 -0.0380
H -2.1468 -0.1868 -0.4699
H -1.0394 -0.9206 -1.6509
H -0.6462 1.7087 2.0362



(Q)
Below is an isolated molecule of C5H5N, with properties calculated with ωB97M-V/def2-TZVPD.

Kohn-Sham gap: 10.1 eV
SMILES: CC#CCC#N
spin multiplicity: 1

CARTESIAN COORDINATES (ANGSTROEM)
C -1.7990 0.1140 -0.4512
C -0.8579 -0.9875 -0.6155
C 0.2830 -1.1678 -0.2454
C 1.0926 -0.2777 0.5963
C 2.2879 0.2862 -0.0348
N 3.1965 0.8030 -0.5276
H -2.0421 0.6503 -1.3701
H -1.1373 0.8007 0.1958
H -2.6946 -0.1281 0.1231
H 0.3389 0.5924 0.7468
H 1.3320 -0.6856 1.5825



(R)
Below is a 2-piece molecular cluster, C5H5N overall, with properties calculated with ωB97M-V/def2-TZVPD.

Kohn-Sham gap: 9.1 eV
spin multiplicity: 1

CARTESIAN COORDINATES (ANGSTROEM)
C 0.6590 0.7455 -0.7356
C 0.3457 0.6370 0.5070
C -2.1154 -2.4775 -0.0493
C 1.0622 0.9903 -1.9898
C -0.1836 0.4733 1.6948
N -1.0786 -2.2190 0.4105
H 0.4532 0.8560 -2.9041
H 2.1757 1.3471 -1.9629
H -1.2052 0.0806 1.7921
H 0.2740 1.0926 2.6102
H -0.3869 -1.5258 0.6270



(S)
Below is an isolated molecule of C5H5N, with properties calculated with ωB97M-V/def2-TZVPD.

Kohn-Sham gap: 9.6 eV
spin multiplicity: 1

CARTESIAN COORDINATES (ANGSTROEM)
C 1.1374 -1.4832 -0.0238
C 1.5088 -0.6550 0.8919
C 0.7516 0.0389 -0.1862
C -1.7648 0.2622 0.7233
C -1.6858 1.1848 -0.4358
N -0.7178 0.1446 -0.0491
H 0.9275 -2.5787 -0.2949
H 2.2377 -0.6321 1.7033
H 1.1708 0.5915 -0.9550
H -2.3397 1.0590 -1.2653
H -1.2257 2.0677 -0.1085



Least stable = (S)



(P)
Below is an isolated molecule of C5H5N, with properties calculated with ωB97M-V/def2-TZVPD.

Kohn-Sham gap: 11.3 eV
SMILES: C#CCCC#N
spin multiplicity: 1

CARTESIAN COORDINATES (ANGSTROEM)
C 1.5825 -0.9014 1.8469
C 0.5688 -0.4928 1.3428
C -0.5629 -0.0496 0.5014
C -0.0481 0.2656 -0.8884
C -1.0930 0.5655 -1.7715
N -1.8315 0.9529 -2.5497
H 2.5903 -1.1261 2.2274
H -1.1468 0.8747 0.7945
H -1.3094 -0.7434 0.4913
H 0.6484 1.1775 -0.6827
H 0.6018 -0.5228 -1.3118



(Q)
Below is an isolated molecule of C5H5N, with properties calculated with ωB97M-V/def2-TZVPD.

Kohn-Sham gap: 8.8 eV
SMILES: c1ccncc1
spin multiplicity: 1

CARTESIAN COORDINATES (ANGSTROEM)
C 1.0273 -0.5321 -0.4120
C 0.7836 0.8641 -0.1223
C -0.2636 1.3120 0.6163
N -1.0522 0.3765 1.2497
C -1.0344 -0.7421 0.5932
C -0.2170 -1.0133 -0.5899
H 1.9610 -0.9590 -0.7835
H 1.3088 1.4819 -0.8375
H -0.4825 2.3664 0.7452
H -1.4380 -1.6509 1.0423
H -0.5748 -1.4705 -1.5062



Least stable = (Q)



(P)
Below is a 2-piece molecular cluster, CH4S3 overall, with properties calculated with ωB97M-V/def2-TZVPD.

Kohn-Sham gap (alpha / beta): 7.6 / 6.0 eV
spin multiplicity: 1

CARTESIAN COORDINATES (ANGSTROEM)
C 0.0706 1.1605 -0.0147
S 0.9758 -2.2490 -0.1264
S -1.3721 0.2399 -0.6062
S -2.3688 -0.0734 0.9941
H 0.6673 1.7800 -0.6407
H 0.8051 0.4872 0.5535
H -0.4979 1.7335 0.7482
H 1.7199 -3.0787 -0.9077



(Q)
Below is an isolated molecule of CH4S3, with properties calculated with ωB97M-V/def2-TZVPD.

Kohn-Sham gap: 9.7 eV
SMILES: SC(S)S
spin multiplicity: 1

CARTESIAN COORDINATES (ANGSTROEM)
S -2.0179 -0.0110 -0.3113
C -0.3106 -0.0301 -0.4846
S 0.4348 -1.4024 0.3582
S 0.7485 1.5594 0.1787
H -1.9669 0.1919 1.0702
H 0.0377 -0.0956 -1.4689
H 1.5153 -1.0150 -0.3520
H 1.5589 0.8028 1.0097



Least stable = (P)